[1]
83
Properties=species:S:1:pos:R:3:lowdin_charge:R:1 method="wB97M-V/def2-TZVPD" homo_ev=-10.76 lumo_ev=-4.52 e_tot_ev=-98925.2928 multiplicity=1 total_charge=+1 gap_ev=6.2
C -4.545 0.945 -2.658 0.019
C -5.417 -0.027 -2.336 -0.132
C -4.996 -1.449 -1.944 -0.109
C -3.599 -1.398 -1.400 -0.106
C -3.269 -1.128 -0.137 -0.084
C -4.293 -0.826 0.927 -0.091
C -3.811 0.202 1.984 -0.109
C -3.302 -0.437 3.257 -0.222
C -4.087 -1.386 3.924 -0.006
C -3.608 -2.020 5.056 -0.034
C -2.341 -1.743 5.561 -0.058
C -1.557 -0.773 4.952 -0.114
C -2.057 -0.140 3.801 -0.173
C -1.826 -1.142 0.227 -0.269
O -1.466 -1.626 1.273 0.133
C -0.904 -0.559 -0.811 -0.005
C 0.221 0.208 -0.486 -0.059
C 0.559 0.523 0.951 -0.096
C 2.014 0.247 1.398 -0.062
C 2.528 -1.130 1.031 -0.421
F 1.457 -1.976 1.108 0.122
F 2.964 -1.237 -0.239 0.151
C 3.559 -1.746 2.017 -0.345
F 3.099 -1.623 3.275 0.140
F 3.543 -3.078 1.780 0.152
C 5.071 -1.356 1.885 -0.360
F 5.700 -1.767 2.996 0.162
F 5.566 -2.114 0.891 0.167
C 5.500 0.099 1.520 -0.419
F 4.825 0.626 0.505 0.146
F 6.762 -0.005 1.085 0.137
S 5.579 1.356 2.945 0.772
F 6.827 0.624 3.550 -0.100
F 4.566 0.509 3.815 -0.125
F 4.363 2.188 2.332 -0.149
F 6.551 2.256 2.074 -0.118
F 5.658 2.410 4.110 -0.104
C 1.000 0.671 -1.565 -0.157
N 2.144 1.465 -1.269 0.013
C 1.912 2.892 -1.001 -0.229
C 1.354 3.728 -2.147 -0.068
C 0.674 0.378 -2.894 0.008
B 1.606 0.907 -4.089 -0.661
N 1.151 1.990 -4.951 0.174
O 2.816 0.312 -4.273 0.117
C -0.470 -0.383 -3.211 -0.127
C -0.873 -0.689 -4.640 -0.119
C -0.454 -2.065 -5.181 -0.812
O -1.183 -2.677 -5.855 0.050
I 1.484 -2.843 -4.662 0.934
C -1.248 -0.845 -2.136 -0.025
C -2.487 -1.647 -2.366 -0.282
O -2.598 -2.463 -3.242 0.156
H -3.739 0.735 -3.357 0.063
H -4.606 1.949 -2.257 0.060
H -6.484 0.182 -2.327 0.102
H -5.684 -1.744 -1.159 0.113
H -5.050 -2.115 -2.805 0.125
H -4.654 -1.738 1.401 0.123
H -5.152 -0.367 0.444 0.112
H -4.608 0.919 2.171 0.124
H -2.985 0.778 1.558 0.117
H -5.057 -1.622 3.514 0.124
H -4.234 -2.763 5.529 0.120
H -1.960 -2.276 6.419 0.117
H -0.575 -0.559 5.357 0.112
H -1.411 0.599 3.315 0.085
H -0.114 0.053 1.652 0.075
H 0.429 1.602 1.073 0.109
H 2.022 0.335 2.485 0.124
H 2.631 1.050 1.023 0.086
H 2.887 1.311 -1.939 0.122
H 2.845 3.294 -0.608 0.119
H 1.195 2.954 -0.181 0.095
H 0.523 3.236 -2.639 0.059
H 0.955 4.648 -1.719 0.077
H 2.147 3.985 -2.843 0.081
H 0.193 2.233 -4.723 0.073
H 1.104 1.642 -5.908 0.090
H 3.115 0.395 -5.187 0.112
H -0.581 0.102 -5.325 0.113
H -1.956 -0.733 -4.673 0.112
Li -1.862 1.672 4.971 0.857

=====

[2]
19
Properties=species:S:1:pos:R:3:lowdin_charge:R:1 method="wB97M-V/def2-TZVPD" homo_ev=-7.02 lumo_ev=-0.42 e_tot_ev=-29925.0249 multiplicity=1 de_lowest_kj_mol=291.3 gap_ev=6.6
C -2.161 -1.138 -1.530 -0.379
O -0.888 -1.324 -2.072 -0.516
C -2.145 -0.099 -0.403 -0.278
O -1.066 -0.406 0.464 -0.434
C -0.221 0.797 1.465 -0.096
C 1.204 0.681 1.486 -0.223
O 1.707 0.243 0.185 -0.505
C 3.074 0.533 -0.046 -0.105
Ca 0.455 -1.084 -0.731 1.532
H -2.559 -2.089 -1.116 0.107
H -2.888 -0.797 -2.294 0.109
H -3.101 -0.094 0.149 0.118
H -1.992 0.911 -0.830 0.119
H -0.670 0.373 2.372 0.108
H -0.582 1.733 1.017 0.098
H 1.564 -0.063 2.216 0.067
H 3.332 0.170 -1.049 0.086
H 3.230 1.619 0.014 0.097
H 3.707 0.034 0.702 0.094

=====

[3]
18
Properties=species:S:1:pos:R:3:lowdin_charge:R:1 method="wB97M-V/def2-TZVPD" homo_ev="-9.14 / -8.35" lumo_ev="-0.91 / -0.47" e_tot_ev=-25484.7775 multiplicity=1 de_lowest_kj_mol=392.6 gap_ev="8.2 / 7.9"
C -4.553 -1.214 0.224 -0.265
C 1.552 -0.246 -0.444 -0.105
C 1.358 -1.623 -0.378 -0.089
C 0.565 0.685 -0.160 -0.032
C 0.053 -2.081 -0.198 -0.079
C -0.784 0.252 0.113 -0.167
C -0.897 -1.085 -0.013 0.103
C -1.924 1.226 0.516 -0.089
C -3.916 0.004 0.267 -0.728
N -5.103 -2.238 0.047 0.167
O -3.004 0.454 1.103 -0.085
Cl -4.679 1.139 -0.781 0.767
H 2.452 0.258 -0.757 0.100
H 2.187 -2.312 -0.681 0.122
H 0.792 1.714 -0.082 0.097
H -0.032 -3.081 0.158 0.095
H -1.719 1.956 1.295 0.145
H -2.314 1.578 -0.353 0.043

=====

[4]
11
Properties=species:S:1:pos:R:3:lowdin_charge:R:1 method="wB97M-V/def2-TZVPD" homo_ev="-14.07 / -14.07" lumo_ev="-5.95 / -5.95" e_tot_ev=-28373.2929 multiplicity=1 de_lowest_kj_mol=206.7 total_charge=+1 gap_ev="8.1 / 8.1"
C -0.927 -1.240 -0.343 0.125
C -1.606 0.579 1.087 -0.230
C 2.359 0.497 -0.795 -0.938
N -0.625 -0.099 0.163 -0.261
O -2.564 0.013 1.482 0.179
S 3.300 1.763 -0.455 0.786
S 0.994 0.944 0.144 0.916
H -0.293 -2.007 -0.793 0.119
H -2.004 -1.648 -0.323 0.155
H -1.252 1.554 1.235 0.102
H 2.617 -0.356 -1.402 0.047

=====

[5]
88
Properties=species:S:1:pos:R:3:lowdin_charge:R:1 method="wB97M-V/def2-TZVPD" homo_ev="-10.99 / -10.99" lumo_ev="-5.06 / -6.59" e_tot_ev=-106713.5462 multiplicity=3 total_charge=+1 gap_ev="5.9 / 4.4"
Ni 1.018 17.300 1.067 0.936
O 5.299 21.414 2.265 0.173
C 3.956 21.445 2.277 -0.743
O 3.328 20.386 2.025 0.271
O 3.484 22.560 2.403 0.188
H 5.238 22.372 2.306 0.115
C 8.606 24.971 5.997 -0.188
O 8.072 24.786 7.272 -0.117
H 7.815 25.335 5.341 0.072
H 9.578 25.459 5.930 0.083
H 8.837 23.958 5.665 0.076
H 8.128 25.626 7.734 0.073
C 4.883 17.288 6.790 -0.184
O 5.987 17.733 7.546 -0.106
H 5.253 16.462 6.184 0.069
H 4.038 16.904 7.362 0.080
H 4.478 17.965 6.037 0.066
H 6.533 18.228 6.930 0.075
C 3.692 24.613 -2.696 -0.122
O 2.624 25.190 -1.829 -0.133
H 4.048 25.333 -3.433 0.077
H 4.482 24.110 -2.138 0.064
H 3.319 23.821 -3.345 0.057
H 2.119 24.493 -1.405 0.057
C 5.103 14.107 1.710 -0.840
O 4.088 14.757 1.769 0.025
N 6.158 14.579 1.163 0.151
N 5.421 12.949 2.111 0.176
H 6.981 13.995 1.147 0.114
H 6.100 15.469 0.688 0.126
H 4.742 12.413 2.634 0.135
H 6.316 12.555 1.858 0.124
C -1.567 16.085 5.050 -0.831
O -0.693 16.557 4.404 0.040
N -2.765 16.596 5.081 0.164
N -1.480 15.012 5.784 0.171
H -3.462 16.258 5.729 0.114
H -2.924 17.412 4.508 0.119
H -2.247 14.685 6.355 0.117
H -0.646 14.471 5.608 0.124
C -3.301 19.535 0.756 -0.792
O -2.118 19.353 0.519 -0.006
N -4.309 18.788 0.261 0.164
N -3.618 20.325 1.683 0.175
H -5.286 18.914 0.486 0.106
H -4.101 18.051 -0.397 0.111
H -4.595 20.474 1.892 0.124
H -2.941 21.070 1.764 0.137
C 2.924 18.885 -3.350 -0.789
O 2.465 18.097 -2.584 0.028
N 4.214 18.930 -3.641 0.169
N 2.080 19.587 -4.095 0.156
H 4.573 19.579 -4.327 0.106
H 4.937 18.406 -3.169 0.116
H 1.288 19.937 -3.575 0.119
H 2.431 19.853 -5.003 0.109
C 10.090 18.048 2.755 -0.829
O 9.686 17.979 3.849 0.082
N 11.207 17.421 2.460 0.151
N 9.618 18.757 1.740 0.159
H 11.533 16.827 3.209 0.121
H 11.516 17.335 1.502 0.103
H 9.981 18.666 0.802 0.104
H 8.700 19.131 1.934 0.109
C 1.004 21.978 8.041 -0.828
O 0.709 21.743 9.186 0.049
N 2.184 22.248 7.510 0.156
N 0.092 22.145 7.190 0.161
H 2.341 22.615 6.582 0.103
H 2.950 21.995 8.118 0.117
H 0.451 22.424 6.288 0.108
H -0.884 22.071 7.438 0.135
C 2.902 27.729 7.223 -0.800
O 1.889 28.072 6.685 0.039
N 3.823 27.106 6.522 0.151
N 3.240 27.889 8.479 0.168
H 3.817 27.127 5.513 0.118
H 4.569 26.764 7.112 0.097
H 4.189 27.687 8.757 0.105
H 2.575 28.077 9.216 0.124
C -1.752 26.426 2.631 -0.826
O -2.148 25.736 1.737 0.048
N -2.362 27.499 3.088 0.156
N -0.698 26.216 3.313 0.160
H -3.017 27.958 2.470 0.118
H -1.948 28.058 3.820 0.108
H -0.393 26.719 4.133 0.116
H 0.062 25.668 2.935 0.119

=====

[6]
58
Properties=species:S:1:pos:R:3:lowdin_charge:R:1 method="wB97M-V/def2-TZVPD" homo_ev=-9.61 lumo_ev=0.70 e_tot_ev=-24852.6632 multiplicity=1 de_lowest_kj_mol=1.2 gap_ev=10.3
C -4.844 -2.059 -0.302 -0.108
C -4.526 -0.577 -0.466 -0.269
C -4.148 0.073 0.864 -0.227
C -4.113 1.602 0.808 -0.215
C -3.139 2.192 -0.213 -0.219
C -1.675 1.876 0.087 -0.215
C -0.744 2.493 -0.954 -0.214
C 0.720 2.089 -0.772 -0.213
C 1.319 2.595 0.540 -0.207
C 2.844 2.725 0.535 -0.210
C 3.621 1.407 0.600 -0.203
C 3.739 0.676 -0.737 -0.208
C 4.846 -0.379 -0.737 -0.210
C 4.612 -1.550 0.217 -0.196
H 4.474 -1.181 1.234 0.107
H 5.502 -2.183 0.206 0.109
C 3.393 -2.395 -0.157 -0.106
C 2.108 -1.866 0.458 -0.505
O 2.060 -1.286 1.522 0.055
N 0.998 -2.105 -0.288 0.065
H 1.057 -2.732 -1.076 0.140
C -0.327 -1.883 0.240 -0.173
H -0.922 -1.331 -0.497 0.111
H -0.211 -1.282 1.145 0.122
C -1.026 -3.206 0.574 -0.247
O -1.310 -3.962 -0.579 -0.062
H -1.961 -3.489 -1.111 0.080
H -0.366 -3.828 1.183 0.127
H -1.941 -3.003 1.147 0.105
H 3.519 -3.407 0.241 0.125
H 3.293 -2.471 -1.241 0.116
H 4.960 -0.771 -1.752 0.108
H 5.790 0.102 -0.467 0.109
H 2.792 0.200 -0.988 0.089
H 3.963 1.402 -1.523 0.114
H 4.632 1.630 0.952 0.113
H 3.148 0.754 1.333 0.093
H 3.156 3.291 -0.348 0.108
H 3.122 3.315 1.412 0.105
H 1.027 1.934 1.358 0.112
H 0.903 3.585 0.747 0.111
H 1.294 2.499 -1.607 0.113
H 0.794 1.002 -0.818 0.093
H -1.073 2.180 -1.949 0.111
H -0.827 3.582 -0.912 0.114
H -1.526 0.796 0.094 0.084
H -1.422 2.252 1.079 0.118
H -3.392 1.832 -1.212 0.104
H -3.267 3.277 -0.220 0.114
H -3.854 1.978 1.800 0.109
H -5.118 1.962 0.571 0.108
H -4.885 -0.219 1.616 0.112
H -3.180 -0.309 1.195 0.098
H -5.401 -0.069 -0.879 0.112
H -3.709 -0.460 -1.181 0.098
H -4.007 -2.587 0.150 0.049
H -5.062 -2.517 -1.265 0.071
H -5.710 -2.194 0.342 0.074